1.
C3HN3O6 | wB97M-V/def2-TZVPD

Last column: natural (NBO) charge in e.
Cartesian coordinates (Å):
C (1.268, 1.377, -0.918)  0.553
C (-1.351, -1.696, -0.473)  1.040
C (-2.048, 0.896, 1.457)  0.872
N (0.426, 1.621, -1.648)  -0.445
N (-1.612, 0.428, 0.449)  -0.848
N (2.555, -0.464, 0.085)  0.778
O (-2.608, 1.143, 2.432)  -0.497
O (2.541, -0.918, -0.962)  -0.192
O (2.763, -0.693, 1.198)  -0.188
O (-2.335, -1.604, -1.052)  -0.506
O (2.128, 1.115, -0.051)  -0.494
O (-0.346, -1.960, 0.036)  -0.550
H (-1.382, 0.756, -0.552)  0.477

Force components x, y, z for each atom (eV/Å):
0.341 -0.512 0.467
0.768 -1.324 0.132
-0.659 -0.381 -1.099
-1.508 0.381 -1.492
1.380 0.893 -2.808
-0.740 1.367 0.749
-0.204 0.707 1.585
0.300 -1.709 -1.519
0.254 -0.223 0.061
-1.291 0.232 -0.824
1.197 0.559 1.765
0.672 0.114 0.316
-0.510 -0.105 2.667

For the gap between HOMO and LUMO, the calculation gives 10.0 eV. Its energy above the lowest of the compared OMol25 structures with the same formula, charge and spin is 98.7 kcal/mol. As for the LUMO energy: -1.06 eV. The value obtained for the molar mass is 175.1 u. As for the strongest force on any atom: 3.25 eV Å⁻¹. The calculation puts the HOMO energy at -11.072 eV.

***

2.
C3HNO | wB97M-V/def2-TZVPD

Last column: natural (NBO) charge in e.
Cartesian coordinates (Å):
C (-2.863, 0.101, 0.020)  0.168
C (-0.257, -0.333, 0.000)  0.244
C (-1.527, -0.037, 0.090)  0.053
N (-4.004, 0.271, -0.041)  -0.221
O (-0.674, -1.566, -0.007)  -0.455
H (0.721, 0.102, -0.006)  0.211

Force components x, y, z for each atom (eV/Å):
-0.548 0.339 -0.113
-1.277 0.303 0.190
1.420 -0.388 0.021
-0.280 -0.026 0.020
0.252 -0.291 -0.034
0.433 0.063 -0.084

For the gap between HOMO and LUMO, the calculation gives 8.5 eV. Its energy above the lowest of the compared OMol25 structures with the same formula, charge and spin is 73.9 kcal/mol. As for the LUMO energy: -0.84 eV. The value obtained for the molar mass is 67.0 u. As for the strongest force on any atom: 1.47 eV Å⁻¹. The calculation puts the HOMO energy at -9.374 eV.

***

3.
C3HNO2S | wB97M-V/def2-TZVPD

Last column: natural (NBO) charge in e.
Cartesian coordinates (Å):
C (-2.547, -0.191, -0.106)  -0.003
C (0.830, 0.680, -0.010)  0.078
C (1.692, -0.613, -0.153)  0.781
N (-3.245, -1.089, 0.086)  -0.273
O (1.134, -0.344, 1.001)  -0.424
O (2.534, -1.277, -0.676)  -0.478
S (-1.722, 1.269, -0.188)  0.139
H (1.324, 1.567, 0.047)  0.181

Force components x, y, z for each atom (eV/Å):
0.401 0.436 0.403
-1.666 -5.142 -0.829
-0.058 1.492 -1.939
-0.066 -0.363 -0.212
-0.225 0.557 0.948
-1.715 0.673 1.031
2.679 -0.597 -0.088
0.650 2.944 0.685

For the gap between HOMO and LUMO (spin up / spin down), the calculation gives 7.4 / 7.2 eV. Its energy above the lowest of the compared OMol25 structures with the same formula, charge and spin is 100.5 kcal/mol. As for the LUMO energy (spin up / spin down): -2.91 / -3.03 eV. The value obtained for the molar mass is 115.1 u. As for the strongest force on any atom: 5.47 eV Å⁻¹. The calculation puts the HOMO energy (spin up / spin down) at -10.270 / -10.232 eV.

***

4.
C3HNO3S3 | wB97M-V/def2-TZVPD

Last column: natural (NBO) charge in e.
Cartesian coordinates (Å):
C (2.698, 0.327, 0.204)  -0.318
C (0.209, 0.188, -0.433)  -0.050
C (1.536, -0.366, -0.372)  -0.453
N (0.163, 1.554, -0.819)  0.474
O (-0.864, 2.149, -0.488)  -0.368
O (1.114, 1.984, -1.450)  -0.367
O (0.939, -2.776, -1.329)  -0.791
S (3.631, 1.587, 0.062)  0.218
S (2.317, -1.042, 1.235)  0.291
S (1.342, -1.480, -1.833)  1.148
H (-0.579, -0.234, -0.059)  0.215

Force components x, y, z for each atom (eV/Å):
-0.225 -0.674 -0.092
5.131 1.784 -2.188
0.647 -0.860 1.239
-1.153 -0.089 -0.175
0.809 0.144 -0.313
-0.586 0.395 0.011
-0.259 -1.036 0.339
0.476 0.167 0.079
-0.472 0.536 -1.233
0.208 1.844 0.375
-4.575 -2.211 1.958

For the gap between HOMO and LUMO (spin up / spin down), the calculation gives 6.8 / 7.2 eV. Its energy above the lowest of the compared OMol25 structures with the same formula, charge and spin is 55.6 kcal/mol. As for the LUMO energy (spin up / spin down): -2.46 / -2.09 eV. The value obtained for the molar mass is 195.2 u. As for the strongest force on any atom: 5.86 eV Å⁻¹. The calculation puts the HOMO energy (spin up / spin down) at -9.270 / -9.262 eV.

***

Which of these has the lowest energy above the lowest of the compared OMol25 structures with the same formula, charge and spin? C3HNO3S3

***

Please write out number 2 again, unchanged.
C3HNO | wB97M-V/def2-TZVPD

Last column: natural (NBO) charge in e.
Cartesian coordinates (Å):
C (-2.863, 0.101, 0.020)  0.168
C (-0.257, -0.333, 0.000)  0.244
C (-1.527, -0.037, 0.090)  0.053
N (-4.004, 0.271, -0.041)  -0.221
O (-0.674, -1.566, -0.007)  -0.455
H (0.721, 0.102, -0.006)  0.211

Force components x, y, z for each atom (eV/Å):
-0.548 0.339 -0.113
-1.277 0.303 0.190
1.420 -0.388 0.021
-0.280 -0.026 0.020
0.252 -0.291 -0.034
0.433 0.063 -0.084

For the gap between HOMO and LUMO, the calculation gives 8.5 eV. Its energy above the lowest of the compared OMol25 structures with the same formula, charge and spin is 73.9 kcal/mol. As for the LUMO energy: -0.84 eV. The value obtained for the molar mass is 67.0 u. As for the strongest force on any atom: 1.47 eV Å⁻¹. The calculation puts the HOMO energy at -9.374 eV.